This record from the Open Molecules 2025 dataset describes a 3-piece molecular cluster, C2H10NO3 overall in a non-equilibrium geometry. The level of theory is the ωB97M-V functional and the def2-TZVPD basis.

```
16
Properties=species:S:1:pos:R:3:forces:R:3:lowdin_charge:R:1
C -2.50813 0.58943 -0.23986 1.5 -0.4 0.2 -0.18
N -1.19374 1.08427 -0.70156 -0.9 0.5 0.6 -0.13
C -0.22882 -0.00529 -0.98939 0.9 0.2 -0.3 -0.50
O 0.80825 -0.05719 -0.13145 -0.3 -0.2 0.8 -0.31
H -2.39475 -0.14161 0.57481 0.0 -0.2 0.1 0.06
H -3.08523 1.40310 0.19500 -0.4 0.1 -0.6 0.06
H -2.92751 0.03540 -1.07550 -0.8 0.4 0.0 0.06
H -0.79896 1.58153 0.09099 0.4 0.0 -0.2 0.07
H -0.82949 -0.93369 -0.98953 -0.1 -0.3 -0.2 0.08
H 0.15727 0.18373 -2.01961 -0.4 -0.2 0.0 0.09
H 1.62712 -1.47618 1.48111 0.5 -0.2 -0.2 -0.01
H 0.52743 -0.76305 1.98619 0.5 -0.4 0.5 0.02
O 1.20348 -1.39242 2.34084 -1.0 0.6 -0.3 -0.13
H 2.40935 0.03042 -0.02235 -0.1 0.2 -0.5 -0.03
H 3.84265 -0.34271 -0.55561 0.4 -0.8 -0.9 -0.02
O 3.39105 0.20426 0.05591 -0.2 0.8 1.1 -0.12
```
Forces are in eV/Å.

The LUMO energy comes out at 4.093 eV. The charge is -1. As for the total energy: -9869.105 eV.

=====

This record from the Open Molecules 2025 dataset describes a 3-piece molecular cluster, C2H10NO3 overall in a non-equilibrium geometry. The level of theory is the ωB97M-V functional and the def2-TZVPD basis.

```
16
Properties=species:S:1:pos:R:3:forces:R:3:lowdin_charge:R:1
C -0.02874 0.96701 -0.89044 -0.1 -0.9 0.9 -0.36
O -0.73158 0.66874 0.25641 -0.1 -0.1 -0.1 -0.36
C 0.91850 -0.28229 -1.33064 -1.0 1.5 -0.4 -0.28
N 1.14161 -1.30044 -0.31729 0.0 0.4 -0.1 -0.03
H -0.72515 1.26495 -1.67978 -0.1 -0.4 -0.7 0.07
H 0.55332 1.90471 -0.76659 0.5 -0.3 0.2 0.08
H 0.46435 -0.74166 -2.22864 0.4 0.1 0.3 0.09
H 1.85854 0.19775 -1.56316 0.5 -0.2 -0.5 0.07
H 1.31769 -0.77345 0.54805 -0.4 -0.6 -0.2 0.06
H 0.25128 -1.78860 -0.24841 0.2 0.1 0.6 0.04
H 0.07369 1.97425 2.17458 0.1 0.3 0.1 0.00
H 0.04268 0.59471 1.72683 0.5 0.7 0.1 0.00
O 0.51065 1.15978 2.43114 -0.3 -0.7 0.0 -0.16
H -1.91721 -1.84843 1.19158 -0.1 0.0 -0.1 -0.01
H -1.52705 -0.60353 0.30520 -0.5 0.2 -0.1 -0.03
O -2.20257 -1.39351 0.39117 0.4 -0.2 0.1 -0.18
```
Forces are in eV/Å.

The LUMO energy comes out at 4.360 eV. The charge is -1. As for the total energy: -9869.317 eV.